{"formula": "C31H29CoN3O8S", "method": "ωB97M-V/def2-TZVPD", "symbols": ["Co", "O", "C", "O", "C", "C", "C", "C", "C", "C", "N", "C", "C", "C", "C", "C", "C", "N", "H", "H", "H", "H", "H", "H", "H", "H", "H", "H", "C", "C", "O", "C", "C", "C", "C", "C", "C", "O", "H", "H", "H", "H", "H", "H", "H", "C", "C", "C", "C", "C", "C", "C", "S", "O", "O", "N", "C", "C", "C", "O", "O", "H", "H", "H", "H", "H", "H", "H", "H", "H", "H", "H", "H"], "xyz": [[-0.49, 2.23, -0.45], [6.16, -2.53, -0.71], [4.94, -2.49, -0.14], [4.51, -3.46, 0.42], [4.17, -1.20, -0.23], [2.84, -1.21, 0.16], [2.06, -0.08, 0.08], [2.61, 1.10, -0.38], [3.95, 1.14, -0.76], [4.72, 0.00, -0.69], [1.73, 2.21, -0.45], [2.17, 3.39, -0.56], [1.23, 4.52, -0.66], [1.68, 5.82, -0.74], [0.75, 6.85, -0.80], [-0.60, 6.52, -0.78], [-0.96, 5.18, -0.71], [-0.07, 4.21, -0.65], [6.35, -1.71, -1.18], [2.43, -2.13, 0.52], [1.02, -0.09, 0.38], [4.39, 2.05, -1.15], [5.75, 0.07, -1.00], [3.24, 3.62, -0.56], [2.75, 6.02, -0.76], [1.07, 7.88, -0.86], [-1.36, 7.29, -0.81], [-2.00, 4.87, -0.71], [-4.79, 2.06, 0.25], [-3.32, 2.29, 0.55], [-2.60, 2.53, -0.42], [-2.84, 2.22, 1.92], [-3.79, 2.14, 2.97], [-3.43, 2.08, 4.29], [-2.06, 2.08, 4.61], [-1.11, 2.16, 3.63], [-1.45, 2.24, 2.25], [-0.48, 2.31, 1.40], [-4.92, 2.01, -0.82], [-5.39, 2.89, 0.64], [-5.14, 1.14, 0.71], [-4.84, 2.13, 2.72], [-4.18, 2.03, 5.06], [-1.75, 2.03, 5.64], [-0.05, 2.16, 3.86], [-0.97, -6.49, 2.73], [-0.60, -5.79, 1.45], [-1.57, -5.54, 0.47], [-1.23, -4.92, -0.72], [0.09, -4.53, -0.93], [1.06, -4.77, 0.03], [0.71, -5.39, 1.21], [0.50, -3.73, -2.44], [0.03, -4.50, -3.55], [1.90, -3.36, -2.39], [-0.49, -2.41, -2.34], [-0.34, -1.46, -3.47], [-1.31, -0.28, -3.28], [-0.99, 0.61, -2.10], [-0.53, 1.78, -2.32], [-1.11, 0.22, -0.90], [-2.05, -6.58, 2.84], [-0.58, -5.94, 3.60], [-0.53, -7.49, 2.76], [-2.59, -5.85, 0.65], [-1.98, -4.73, -1.48], [2.08, -4.47, -0.15], [1.47, -5.57, 1.97], [-0.35, -1.94, -1.45], [-0.58, -1.99, -4.39], [0.68, -1.08, -3.55], [-2.31, -0.70, -3.14], [-1.28, 0.35, -4.17]], "lowdin_charge": [0.551, 0.125, -0.462, 0.122, -0.119, 0.014, 0.024, -0.220, -0.005, -0.016, 0.108, -0.029, -0.218, -0.003, -0.045, -0.029, -0.058, 0.083, 0.087, 0.109, 0.112, 0.106, 0.113, 0.127, 0.118, 0.113, 0.111, 0.119, -0.008, -0.344, 0.003, -0.087, -0.053, -0.104, -0.086, -0.015, -0.311, -0.109, 0.086, 0.090, 0.090, 0.100, 0.095, 0.103, 0.112, -0.048, -0.265, -0.033, -0.048, -0.287, -0.045, -0.026, 0.635, -0.288, -0.300, -0.126, -0.206, -0.077, -0.592, -0.042, -0.020, 0.074, 0.082, 0.085, 0.113, 0.118, 0.093, 0.121, 0.096, 0.117, 0.123, 0.128, 0.121], "charge": 0, "relative_energy_kj_mol": 0.0, "s_squared": 0.78, "orbital_gap_ev": [6.53, 6.47], "spin_multiplicity": 2}